# 1
Computed, not measured: C25H27As2InN4O as an isolated structure, with ωB97M-V/def2-TZVPD.

```
! wB97M-V def2-TZVPD RIJCOSX def2/J DEFGRID3
* xyz 2 1
In 0.2032 0.8851 0.2773
C -2.0960 -0.0608 2.7758
As -1.8436 -0.5474 0.9255
C -3.5293 -0.0869 0.1079
C -1.5693 -2.4503 0.8660
C -1.5038 -3.1271 2.0820
C -1.4037 -4.5098 2.0920
C -1.3762 -5.2074 0.8945
C -1.4356 -4.5246 -0.3125
C -1.5235 -3.1375 -0.3511
As -1.5869 -2.1599 -2.0456
C -3.2260 -2.9098 -2.7887
C -0.2832 -3.2056 -3.0577
H -1.2385 -0.3677 3.3691
H -3.0089 -0.5268 3.1433
H -2.1845 1.0229 2.8329
H -4.2761 -0.7775 0.4979
H -3.4705 -0.1673 -0.9734
H -3.7851 0.9312 0.3968
H -1.5387 -2.5969 3.0238
H -1.3572 -5.0382 3.0343
H -1.3092 -6.2871 0.8988
H -1.4118 -5.0910 -1.2351
H -3.2026 -3.9967 -2.7336
H -3.3148 -2.6014 -3.8292
H -4.0895 -2.5392 -2.2392
H -0.5943 -4.2444 -3.1479
H 0.6883 -3.1668 -2.5667
H -0.1970 -2.7859 -4.0598
O 0.7918 1.4004 2.1155
C 0.9383 2.6539 2.5835
C 1.1132 2.7711 3.9664
C 1.2533 3.9982 4.5725
C 1.2159 5.1676 3.8117
C 1.0433 5.0724 2.4537
C 0.9088 3.8322 1.8007
C 0.7498 3.8404 0.3448
N 0.5035 2.8067 -0.4780
C 0.4743 3.2856 -1.7822
C 0.7039 4.6133 -1.7503
N 0.8747 4.9373 -0.4229
H 1.1402 1.8566 4.5437
H 1.3873 4.0532 5.6445
H 1.3171 6.1353 4.2809
H 1.0014 5.9946 1.8885
H 0.2986 2.6445 -2.6277
H 0.7729 5.3450 -2.5351
H 1.1012 5.8564 -0.0805
N 5.7051 -1.4718 -4.2797
C 4.8538 -1.1718 -3.5713
C 3.7823 -0.7982 -2.6915
C 2.4992 -0.6015 -3.1953
C 1.4935 -0.2487 -2.3224
N 1.7130 -0.0828 -1.0083
C 2.9550 -0.2634 -0.5251
C 4.0123 -0.6292 -1.3290
H 2.2906 -0.7254 -4.2483
H 0.4773 -0.1097 -2.6687
H 3.0971 -0.1124 0.5383
H 4.9956 -0.7753 -0.9058
*
```

Molar mass (g/mol): 664.18
DFT total energy (hartree): -5924.29953
E_HOMO (eV): -13.5758
Energy above the lowest of the compared OMol25 structures with the same formula, charge and spin (eV): 0.7208
Gap between HOMO and LUMO (hartree): 0.2635

# 2
Computed, not measured: a 3-piece molecular cluster, C4H16N4 overall, with ωB97M-V/def2-TZVPD.

```
! wB97M-V def2-TZVPD RIJCOSX def2/J DEFGRID3
* xyz 0 1
N 1.1733 -0.6596 -1.5525
C 1.9889 -0.2041 -0.6802
N 2.7932 0.9007 -0.8259
N 2.1319 -0.8743 0.5088
H 1.2195 -0.1883 -2.4479
H 2.5687 1.5411 -1.5684
H 3.1862 1.3213 -0.0019
H 1.4453 -1.5995 0.6387
H 2.2812 -0.3085 1.3294
C -1.6177 -1.7424 0.8657
N -1.2812 -0.6363 -0.0073
C -2.4050 -0.2356 -0.8328
H -2.4233 -1.4346 1.5391
H -1.9550 -2.6425 0.3276
H -0.7500 -2.0082 1.4702
H -0.4499 -0.8578 -0.6353
H -3.2093 0.1353 -0.1902
H -2.8080 -1.0530 -1.4512
H -2.0847 0.5700 -1.4929
C 0.0510 1.9841 1.0061
H -0.7219 2.5942 1.4591
H 0.8551 1.8777 1.7270
H 0.4273 2.5221 0.1429
H -0.4156 0.9981 0.6720
*
```

Molar mass (g/mol): 120.20
DFT total energy (hartree): -381.00876
E_HOMO (eV): -8.1493
Energy above the lowest of the compared OMol25 structures with the same formula, charge and spin (eV): 0.1928
SMILES: N=C(N)N.CNC.C
Gap between HOMO and LUMO (hartree): 0.3287

# 3
Computed, not measured: C37H47N5O5SSeW as an isolated structure, with ωB97M-V/def2-TZVPD.

```
! wB97M-V def2-TZVPD RIJCOSX def2/J DEFGRID3
* xyz 0 1
W -0.2624 0.4550 0.3017
N 0.8668 2.2917 0.5697
C 0.6742 2.9792 1.8635
C 0.1569 2.0013 2.9007
O 0.0636 2.3225 4.0741
N -0.1691 0.8135 2.3647
C -0.6955 -0.1882 3.2619
C -1.2842 -1.2912 2.4224
O -1.9165 -2.2181 2.8361
O -1.0146 -1.1359 1.1015
H 1.8428 2.0609 0.3791
H 0.5880 2.8974 -0.1952
H -0.0705 3.7653 1.7403
H 1.5968 3.4366 2.2148
H -1.4683 0.2171 3.9177
H 0.0823 -0.6195 3.9021
C -2.1999 3.1626 -2.9755
C -0.7290 2.8580 -3.2883
C 0.1365 3.5330 -2.2325
C -0.5565 1.3680 -3.5784
C -1.0851 1.0326 -4.8286
C -1.1197 -0.2574 -5.3075
C -0.6049 -1.2679 -4.5222
C -0.0465 -0.9974 -3.2808
C 0.4878 -2.1850 -2.4990
C 1.5818 -2.9068 -3.2910
C -0.6520 -3.1315 -2.1183
C -0.0159 0.3294 -2.8044
N 0.6451 0.4818 -1.5076
C 2.0134 0.3126 -1.5532
C 2.5442 -0.1877 -0.4049
N 1.6373 -0.4227 0.5788
C 2.0817 -1.0393 1.8115
C 2.8440 -0.3339 2.7605
C 3.0785 -0.9234 3.9982
C 2.6031 -2.1874 4.2942
C 1.9498 -2.9130 3.3159
C 1.7022 -2.3723 2.0580
C 1.1749 -3.2712 0.9545
C 2.3744 -3.8071 0.1633
C 0.3189 -4.4361 1.4449
C 3.5286 0.9881 2.4638
C 4.9808 0.7332 2.0405
C 3.5200 1.9728 3.6362
H -2.3477 4.2389 -2.8561
H -2.4978 2.6693 -2.0495
H -2.8609 2.8146 -3.7689
H -0.4852 3.3397 -4.2390
H -0.4110 3.5076 -1.2871
H 0.2606 4.5878 -2.4803
H 1.1296 3.0893 -2.1401
H -1.4875 1.8332 -5.4384
H -1.5427 -0.4720 -6.2803
H -0.6325 -2.2903 -4.8762
H 0.9358 -1.8309 -1.5734
H 1.1955 -3.3204 -4.2240
H 1.9948 -3.7313 -2.7102
H 2.3975 -2.2250 -3.5414
H -1.1832 -3.4936 -3.0006
H -1.3788 -2.6361 -1.4708
H -0.2664 -4.0009 -1.5825
H 2.5491 0.4694 -2.4783
H 3.5875 -0.4410 -0.2787
H 3.6416 -0.3797 4.7458
H 2.7721 -2.6180 5.2727
H 1.6296 -3.9234 3.5285
H 0.5626 -2.6724 0.2871
H 3.0532 -4.3475 0.8274
H 2.9381 -3.0039 -0.3166
H 2.0390 -4.4999 -0.6106
H 0.9159 -5.1778 1.9813
H -0.1247 -4.9442 0.5871
H -0.4970 -4.1048 2.0851
H 3.0174 1.4508 1.6205
H 5.5306 0.2844 2.8701
H 5.4750 1.6698 1.7745
H 5.0547 0.0519 1.1932
H 4.1965 1.6416 4.4254
H 2.5309 2.1004 4.0731
H 3.8845 2.9480 3.3040
O -1.7843 1.6234 0.2373
O -1.8059 0.6052 -0.8231
S -3.5708 -4.1531 0.3142
C -3.8814 -2.6211 0.4808
N -4.1293 -1.4516 0.5090
Se -4.4158 -0.2053 1.8102
C -4.8403 1.2435 0.6438
C -4.8846 2.5077 1.2173
C -5.2061 3.6045 0.4335
C -5.4691 3.4418 -0.9200
C -5.4121 2.1753 -1.4829
C -5.1025 1.0683 -0.7051
H -4.6505 2.6443 2.2674
H -5.2410 4.5895 0.8810
H -5.7134 4.2993 -1.5336
H -5.6079 2.0419 -2.5395
H -5.0456 0.0834 -1.1467
*
```

Molar mass (g/mol): 936.68
DFT total energy (hartree): -4954.84301
E_HOMO (eV): -7.7834
Energy above the lowest of the compared OMol25 structures with the same formula, charge and spin (eV): 0.0000
Gap between HOMO and LUMO (hartree): 0.2620

# 4
Computed, not measured: Cl7O28Pb2 as an isolated structure, with ωB97M-V/def2-TZVPD.

```
! wB97M-V def2-TZVPD RIJCOSX def2/J DEFGRID3
* xyz -3 1
Pb -0.5426 -0.0799 0.0911
Pb -1.4111 -4.7883 0.0555
Cl -3.4221 -1.9141 -0.9426
O -3.5070 -3.0239 -1.7588
O -2.3411 -2.1391 -0.0080
O -2.6995 -0.8846 -1.5189
O -4.6288 -1.6062 -0.2317
Cl 3.0637 0.9676 1.2038
O 3.0850 0.1466 2.3746
O 3.5350 0.2275 0.0853
O 1.6227 1.3981 0.7859
O 3.5846 2.3224 1.2637
Cl -1.5785 3.8615 -0.8724
O -2.8274 4.2190 -0.2672
O -1.5065 2.4162 -0.6296
O -1.5713 4.3193 -2.2433
O -0.4424 4.4406 -0.2133
Cl 2.0446 1.8677 -3.5389
O 2.1867 3.1832 -3.9966
O 1.0747 1.9648 -2.4089
O 1.9954 0.6780 -4.3564
O 3.1474 1.6036 -2.8302
Cl 0.9801 -2.6581 -2.5422
O 0.4668 -3.7977 -3.2029
O 0.5401 -2.6274 -1.1440
O 2.4323 -2.5966 -2.5143
O 0.2417 -1.4430 -2.9431
Cl -1.4451 1.6118 3.8014
O -1.7446 2.8104 3.0793
O -1.4654 0.5898 2.7212
O -0.2419 1.6375 4.5306
O -2.5458 1.2894 4.7211
Cl 0.7542 -2.8418 2.6961
O -0.2421 -3.7374 2.4323
O 1.9563 -3.4346 2.4820
O 0.7355 -1.6586 1.8157
O 0.7162 -2.3235 4.0240
*
```

Molar mass (g/mol): 1110.54
DFT total energy (hartree): -5711.69166
E_HOMO (eV): -0.2901
Energy above the lowest of the compared OMol25 structures with the same formula, charge and spin (eV): 0.0000
Gap between HOMO and LUMO (hartree): 0.0677

# 5
Computed, not measured: C4H6O2 as an isolated structure, with ωB97M-V/def2-TZVPD.

```
! wB97M-V def2-TZVPD RIJCOSX def2/J DEFGRID3
* xyz 0 1
C 0.5177 0.3650 1.4349
C -0.2329 0.3742 -0.4300
C 0.8671 -0.3485 -1.0337
O 0.5236 -0.9259 0.2362
C -1.6185 0.0443 -0.7504
O -2.2092 0.5325 -1.6952
H 0.7974 -0.3883 2.1793
H 1.3414 1.0349 1.2047
H -0.3540 0.9175 1.7782
H 0.6343 -1.0730 -1.8129
H 1.8687 0.0809 -1.0951
H -2.1358 -0.6137 -0.0161
*
```

Molar mass (g/mol): 86.09
DFT total energy (hartree): -306.26514
E_HOMO (eV): -8.4045
Energy above the lowest of the compared OMol25 structures with the same formula, charge and spin (eV): 6.5621
Gap between HOMO and LUMO (hartree): 0.3223

# 6
Computed, not measured: a 2-piece molecular cluster, C4H8NO2 overall, with ωB97M-V/def2-TZVPD.

```
! wB97M-V def2-TZVPD RIJCOSX def2/J DEFGRID3
* xyz -1 1
O 0.5942 -1.1549 0.7196
C 0.2076 -0.1453 0.0983
N 0.1657 1.0837 0.5279
C 0.4596 1.7514 2.3765
O -0.3721 2.5135 2.9150
C -0.5632 -0.4606 -1.2974
C -0.4019 -1.9360 -1.7117
H 0.4785 1.9067 0.0509
H 1.3623 2.3137 2.0248
H 0.5963 0.7197 2.6681
H -1.5616 -0.1054 -1.0144
H 0.0992 0.1892 -1.8768
H -1.3273 -2.3716 -2.1129
H -0.0418 -2.4485 -0.8252
H 0.3045 -1.8557 -2.5426
*
```

Molar mass (g/mol): 102.11
DFT total energy (hartree): -362.42086
E_HOMO (eV): -3.8662
Energy above the lowest of the compared OMol25 structures with the same formula, charge and spin (eV): 2.8129
Gap between HOMO and LUMO (hartree): 0.2928

# 7
Computed, not measured: C27H21ClIrO4P as an isolated structure, with ωB97M-V/def2-TZVPD.

```
! wB97M-V def2-TZVPD RIJCOSX def2/J DEFGRID3
* xyz 0 1
Ir -0.6286 -0.1868 -0.8240
C -0.4370 4.8884 2.1442
C -1.2154 3.8962 2.7276
C -0.9593 2.5635 2.4494
C 0.0782 2.2157 1.5843
C 0.8490 3.2111 0.9968
C 0.5932 4.5454 1.2821
P 0.2871 0.4755 1.1298
C 0.1576 -0.4219 2.6902
C -0.7272 -1.4876 2.8003
C -0.8228 -2.1869 3.9973
C -0.0337 -1.8233 5.0767
C 0.8513 -0.7556 4.9700
C 0.9440 -0.0526 3.7817
C 1.8688 0.2354 0.3093
C 3.2228 0.3461 0.5900
C 4.1143 0.0501 -0.4310
C 3.6426 -0.3380 -1.6856
C 2.2838 -0.4467 -1.9568
C 1.3735 -0.1555 -0.9436
H -0.6357 5.9297 2.3632
H -2.0206 4.1621 3.4003
H -1.5644 1.7895 2.9078
H 1.6415 2.9439 0.3087
H 1.1983 5.3172 0.8245
H -1.3327 -1.7663 1.9477
H -1.5159 -3.0134 4.0845
H -0.1087 -2.3692 6.0084
H 1.4632 -0.4709 5.8159
H 1.6181 0.7929 3.7031
H 3.5781 0.6493 1.5678
H 5.1802 0.1203 -0.2573
H 4.3578 -0.5609 -2.4685
H 1.9484 -0.7465 -2.9425
Cl -0.3138 -5.7080 -5.6190
C -0.5227 -4.2285 -4.7283
C -0.8776 -3.0504 -5.4237
C -1.0521 -1.8778 -4.7563
C -0.8770 -1.7818 -3.3402
O -1.0593 -0.6419 -2.7931
C -0.5208 -2.9839 -2.6543
C -0.3520 -3.0806 -1.2490
O -0.3986 -2.1850 -0.3817
C -0.3557 -4.1941 -3.3835
H -1.0100 -3.0933 -6.4970
H -1.3249 -0.9707 -5.2781
H -0.1575 -4.0864 -0.8600
H -0.0914 -5.0964 -2.8457
C -3.3235 2.7480 -1.2568
C -2.4055 1.5828 -1.0698
O -2.8081 0.4656 -0.6725
O -1.1500 1.7335 -1.2942
H -4.2814 2.4038 -1.6395
H -2.8781 3.4800 -1.9253
H -3.4899 3.2149 -0.2844
*
```

Molar mass (g/mol): 668.11
DFT total energy (hartree): -2248.38974
E_HOMO (eV): -7.8880
Energy above the lowest of the compared OMol25 structures with the same formula, charge and spin (eV): 0.0000
Gap between HOMO and LUMO (hartree): 0.2837

# 8
Computed, not measured: a 9-piece molecular cluster, C34H70BIN14O21P overall, with ωB97M-V/def2-TZVPD.

```
! wB97M-V def2-TZVPD RIJCOSX def2/J DEFGRID3
* xyz 1 1
C -2.8316 3.6193 -3.3539
C -2.5226 2.7808 -2.1054
C -1.6457 1.5553 -2.4739
C -0.4642 1.2904 -1.5073
C -0.7213 0.0326 -0.6939
C 0.4148 -0.3562 0.3117
C 1.6734 -0.5523 -0.5124
C 1.5252 -1.5156 -1.6832
O 2.6286 -2.4313 -1.7022
C 2.5334 -3.3325 -2.7384
O 2.4380 -4.4869 -2.5000
C 2.5630 -2.7930 -4.1327
C 1.1527 -2.4660 -4.6833
N 0.4332 0.8343 1.2445
P 1.8202 1.8911 1.2987
C 2.6581 1.7022 2.9017
O 1.1368 3.3992 1.4663
C -0.3470 0.5616 2.3206
N -0.4996 1.4557 3.2810
C -1.2038 1.2011 4.5170
C -2.5461 1.9023 4.5843
O -2.7136 2.9592 4.1160
I -4.0585 0.8700 5.6865
N -0.8390 -0.6733 2.2893
C -2.2426 -0.9564 2.5026
C -2.6198 -2.1149 3.1832
C -3.9883 -2.3362 3.3278
C -4.8738 -1.3948 2.7985
N -4.5147 -0.2718 2.1818
C -3.2039 -0.0602 2.0363
C -0.0154 -1.4938 1.2969
N -0.7112 -2.4826 0.5411
C -0.7631 -3.8792 1.0202
C 0.3049 -4.7947 0.3833
C 1.0767 -5.6679 1.3859
B 1.2879 -1.9989 2.1550
O 2.2460 -2.7704 1.5453
N 1.4106 -1.6578 3.5688
C 2.8304 -1.6640 3.9791
C 0.6838 -2.6972 4.3887
H -3.0625 2.9683 -4.1913
H -3.6397 4.2953 -3.1187
H -1.9458 4.2023 -3.5952
H -1.9369 3.3861 -1.4179
H -3.4401 2.4131 -1.6567
H -2.2710 0.6632 -2.4693
H -1.2833 1.6421 -3.4938
H -0.2930 2.1632 -0.8830
H 0.4189 1.1879 -2.1351
H -1.5954 0.2452 -0.0750
H -1.0071 -0.7992 -1.3263
H 2.0078 0.3913 -0.9233
H 2.5233 -0.9025 0.0595
H 1.5553 -0.9313 -2.6022
H 0.5907 -2.0674 -1.6881
H 3.1369 -1.8695 -4.1618
H 3.0286 -3.4985 -4.8076
H 0.4336 -2.2589 -3.9002
H 0.7710 -3.2681 -5.3012
H 1.1876 -1.5892 -5.3190
H 3.1318 2.6628 3.0987
H 2.0466 1.4168 3.7529
H 3.4631 1.0020 2.7166
H 0.3353 3.4741 0.9318
H -0.0882 2.3694 3.1554
H -0.6091 1.6338 5.3218
H -1.2598 0.1371 4.7114
H -1.8933 -2.8063 3.5741
H -4.3596 -3.2112 3.8354
H -5.9361 -1.5786 2.8924
H -2.8925 0.8396 1.5202
H -1.6571 -2.1904 0.3340
H -1.7215 -4.2665 0.6799
H -0.7845 -3.9975 2.1044
H -0.1767 -5.4032 -0.3739
H 1.0086 -4.1591 -0.1424
H 0.6882 -5.6008 2.3976
H 1.0886 -6.6998 1.0504
H 2.1141 -5.3489 1.4127
H 3.0594 -2.3092 1.3077
H 2.8982 -1.2867 4.9983
H 3.4572 -1.0610 3.3323
H 3.2317 -2.6786 3.9977
H 0.3495 -3.4888 3.7238
H 1.3149 -3.0896 5.1711
H -0.1706 -2.2266 4.8590
C -1.8934 -5.8349 6.7436
N -1.6537 -5.0503 5.5031
O -1.2344 -5.6314 4.5276
O -1.8898 -3.8572 5.5477
H -1.6362 -6.8683 6.5473
H -1.2626 -5.4093 7.5188
H -2.9438 -5.7286 6.9963
C 6.6811 -1.0511 0.0490
N 5.8456 -0.1235 0.8599
O 4.6401 -0.3141 0.8849
O 6.4063 0.7719 1.4426
H 6.0301 -1.7868 -0.4084
H 7.1905 -0.4531 -0.7002
H 7.3943 -1.5151 0.7234
C 3.9582 4.5102 -0.2906
N 4.4590 4.1153 -1.6343
O 4.9831 4.9542 -2.3327
O 4.2842 2.9569 -1.9566
H 4.1788 5.5565 -0.1164
H 2.8902 4.3193 -0.2875
H 4.4657 3.8782 0.4327
C 2.9675 4.5957 -4.8028
N 1.5075 4.3278 -4.9402
O 1.0829 3.2706 -4.5123
O 0.8357 5.1858 -5.4660
H 3.4267 3.7447 -4.3141
H 3.3710 4.7415 -5.7998
H 3.0789 5.4965 -4.2081
C -1.1640 0.0944 -6.9893
N -0.3736 -0.8468 -7.8315
O 0.0585 -0.4437 -8.8888
O -0.2103 -1.9658 -7.3864
H -1.2262 1.0465 -7.5000
H -2.1443 -0.3383 -6.8469
H -0.6400 0.1909 -6.0419
C 0.8645 -1.0400 8.6019
N 1.0646 -2.5144 8.5481
O 1.4154 -3.0754 9.5575
O 0.8550 -3.0573 7.4782
H 1.0851 -0.7019 9.6068
H 1.5409 -0.5953 7.8779
H -0.1704 -0.8445 8.3368
C -5.0322 8.1315 -2.2421
N -4.5260 6.7382 -2.3847
O -4.0420 6.2075 -1.4049
O -4.6339 6.2276 -3.4782
H -4.8700 8.4516 -1.2203
H -4.4803 8.7495 -2.9433
H -6.0888 8.1183 -2.4899
C -4.8378 1.9604 -8.9254
N -4.8122 1.7211 -7.4560
O -5.5413 2.3833 -6.7579
O -4.0473 0.8624 -7.0541
H -5.5573 2.7433 -9.1300
H -3.8366 2.2555 -9.2243
H -5.1219 1.0269 -9.4010
*
```

Molar mass (g/mol): 1179.70
DFT total energy (hartree): -4347.15334
E_HOMO (eV): -11.3822
Gap between HOMO and LUMO (hartree): 0.3377